Record 1
{
  "formula": "C5H11NS2",
  "method": "wB97M-V/def2-TZVPD",
  "species": ["C", "C", "C", "C", "C", "N", "S", "S", "H", "H", "H", "H", "H", "H", "H", "H", "H", "H", "H"],
  "positions_angstrom": [[-0.73, -1.41, -0.96], [1.68, 0.02, -2.24], [-1.18, -0.05, -0.39], [-0.26, 1.85, 1.79], [1.10, -0.24, 0.56], [-0.97, -0.86, 2.28], [1.07, -1.46, -0.78], [-0.52, 0.19, 1.29], [-1.34, -2.18, -0.36], [-0.98, -1.43, -2.03], [2.73, -0.05, -1.87], [1.65, -0.52, -3.19], [-2.26, 0.09, -0.36], [-0.85, 0.71, -1.05], [-1.17, 1.95, 2.30], [-0.18, 2.44, 0.90], [1.61, -0.50, 1.44], [1.53, 0.58, 0.18], [-1.87, -0.55, 2.49]],
  "nbo_charge": [-0.559, -0.744, -0.665, -0.962, -0.735, -1.113, 0.587, 1.620, 0.255, 0.257, 0.138, 0.144, 0.235, 0.263, 0.189, 0.207, 0.258, 0.262, 0.361],
  "lumo_energy_ev": 0.467,
  "e_homo_ha": -0.297,
  "e_above_lowest_kcal_mol": 192.6,
  "total_charge": 0
}


Record 2
{
  "formula": "C5H11NSi",
  "method": "wB97M-V/def2-TZVPD",
  "species": ["C", "C", "C", "C", "C", "N", "Si", "H", "H", "H", "H", "H", "H", "H", "H", "H", "H", "H"],
  "positions_angstrom": [[-3.83, 0.09, -0.24], [0.75, -0.06, -1.41], [1.15, 0.33, 0.99], [-0.50, -1.41, 0.19], [0.01, 0.03, -0.07], [-4.92, -0.26, -0.26], [-1.52, 1.25, 0.37], [1.54, 0.70, -1.57], [1.35, -0.96, -1.46], [0.06, -0.06, -2.13], [0.86, 0.15, 2.00], [1.37, 1.31, 0.78], [2.02, -0.21, 0.89], [-1.48, -1.38, 0.78], [-0.83, -1.75, -0.70], [0.22, -2.08, 0.64], [-1.80, 2.08, -0.81], [-1.74, 1.61, 1.71]],
  "nbo_charge": [-0.079, -0.599, -0.606, -0.608, -0.415, -0.492, 1.225, 0.207, 0.217, 0.208, 0.206, 0.195, 0.215, 0.212, 0.212, 0.216, -0.151, -0.162],
  "lumo_energy_ev": -0.747,
  "e_homo_ha": -0.392,
  "e_above_lowest_kcal_mol": 103.9,
  "total_charge": 0
}


Record 3
{
  "formula": "C5H11O",
  "method": "wB97M-V/def2-TZVPD",
  "species": ["C", "O", "H", "H", "H", "C", "C", "C", "C", "H", "H", "H", "H", "H", "H", "H", "H"],
  "positions_angstrom": [[-1.20, -2.01, 0.45], [-1.67, -0.75, 0.86], [-1.37, -2.11, -0.69], [-0.07, -2.05, 0.64], [-1.61, -2.91, 1.05], [0.69, 0.70, 1.18], [0.68, 0.81, -0.33], [1.75, 0.43, -1.10], [-0.65, 1.27, -0.88], [0.54, 1.73, 1.59], [1.58, 0.26, 1.62], [-0.23, 0.11, 1.41], [1.77, 0.41, -2.19], [2.60, -0.01, -0.52], [-0.55, 1.13, -1.94], [-0.87, 2.35, -0.70], [-1.39, 0.63, -0.43]],
  "nbo_charge": [-0.233, -0.990, 0.107, 0.100, 0.102, -0.722, 0.117, -0.517, -0.695, 0.184, 0.183, 0.329, 0.181, 0.178, 0.183, 0.183, 0.311],
  "lumo_energy_ev": 4.221,
  "e_homo_ha": -0.093,
  "e_above_lowest_kcal_mol": 25.9,
  "total_charge": -1
}


Record 4
{
  "formula": "C5H11O2",
  "method": "wB97M-V/def2-TZVPD",
  "species": ["C", "C", "H", "H", "H", "H", "H", "H", "C", "C", "C", "O", "O", "H", "H", "H", "H", "H"],
  "positions_angstrom": [[0.66, 2.93, 0.63], [-0.78, 2.44, 0.73], [1.00, 3.21, 1.64], [1.29, 2.21, 0.11], [0.69, 3.87, 0.07], [-1.05, 1.73, -0.05], [-1.53, 3.23, 0.59], [-1.00, 1.95, 1.68], [0.69, -1.94, -0.10], [1.89, -1.00, -0.30], [-0.69, -1.22, -0.35], [-0.72, -0.40, -1.29], [-1.59, -1.56, 0.45], [0.79, -2.82, -0.72], [0.60, -2.29, 0.93], [2.49, -0.84, 0.59], [1.51, -0.09, -0.74], [2.63, -1.38, -1.03]],
  "nbo_charge": [-0.611, -0.629, 0.187, 0.220, 0.185, 0.263, 0.180, 0.200, -0.533, -0.623, 0.771, -0.800, -0.786, 0.189, 0.198, 0.182, 0.234, 0.175],
  "lumo_energy_ev": 4.056,
  "e_homo_ha": -0.145,
  "e_above_lowest_kcal_mol": 8.1,
  "total_charge": -1
}


Record 5
{
  "formula": "C5H11O2",
  "method": "wB97M-V/def2-TZVPD",
  "species": ["C", "O", "C", "C", "C", "C", "H", "H", "H", "H", "H", "H", "H", "H", "H", "H", "H", "O"],
  "positions_angstrom": [[0.07, -0.85, -0.89], [0.34, -1.35, -2.17], [0.09, 0.69, -0.96], [-0.41, 1.44, 0.39], [-0.02, 0.91, 1.74], [0.63, 1.83, 2.58], [0.93, -1.09, -0.20], [-0.84, -1.24, -0.54], [1.11, 1.07, -1.39], [-0.65, 0.96, -1.71], [-1.55, 1.32, 0.29], [-0.02, 2.48, 0.22], [0.05, -0.20, 1.95], [0.95, 2.77, 2.16], [0.86, 1.62, 3.66], [-0.66, -3.95, -1.09], [-0.18, -2.71, -1.97], [-0.70, -3.68, -2.06]],
  "nbo_charge": [-0.065, -0.922, -0.388, -0.466, -0.163, -0.451, 0.094, 0.127, 0.187, 0.191, 0.208, 0.199, 0.222, 0.182, 0.183, 0.419, 0.500, -1.056],
  "lumo_energy_ev": 3.631,
  "e_homo_ha": -0.120,
  "e_above_lowest_kcal_mol": 74.9,
  "total_charge": -1
}


Record 6
{
  "formula": "C5H11O2",
  "method": "wB97M-V/def2-TZVPD",
  "species": ["C", "C", "C", "H", "H", "H", "H", "H", "H", "H", "H", "C", "C", "O", "O", "H", "H", "H"],
  "positions_angstrom": [[-1.22, 0.82, 1.56], [-2.64, 1.30, 1.30], [-0.50, 0.38, 0.26], [-0.57, 1.51, 2.10], [-1.19, -0.03, 2.24], [-3.37, 0.49, 1.43], [-2.81, 1.54, 0.25], [0.41, 0.93, 0.12], [-0.19, -0.66, 0.34], [-3.04, 2.12, 1.87], [-1.06, 0.47, -0.67], [2.60, -0.66, -1.48], [1.96, -2.07, -1.61], [1.31, -2.31, -2.65], [2.20, -2.86, -0.66], [3.08, -0.52, -0.52], [1.78, 0.04, -1.54], [3.26, -0.48, -2.32]],
  "nbo_charge": [-0.416, -0.614, -0.617, 0.194, 0.199, 0.201, 0.203, 0.209, 0.237, 0.198, 0.204, -0.739, 0.757, -0.793, -0.802, 0.192, 0.191, 0.196],
  "lumo_energy_ev": 3.414,
  "e_homo_ha": -0.136,
  "e_above_lowest_kcal_mol": 13.1,
  "total_charge": -1
}


Record 7
{
  "formula": "C5H11O2",
  "method": "wB97M-V/def2-TZVPD",
  "species": ["C", "C", "C", "O", "O", "H", "H", "H", "H", "H", "C", "C", "H", "H", "H", "H", "H", "H"],
  "positions_angstrom": [[-1.34, -0.67, 0.19], [-1.76, -2.18, -0.03], [-2.33, 0.31, -0.55], [-2.55, 0.14, -1.80], [-2.41, 1.43, 0.01], [-1.58, -0.64, 1.32], [-0.40, -0.41, -0.03], [-2.25, -2.31, -1.02], [-2.35, -2.50, 0.78], [-0.78, -2.73, -0.04], [1.51, 1.54, -0.01], [2.91, 0.85, 0.20], [1.07, 1.17, -0.94], [0.88, 1.29, 0.87], [1.59, 2.58, 0.09], [2.86, -0.21, 0.63], [3.46, 0.93, -0.71], [3.48, 1.40, 1.04]],
  "nbo_charge": [-0.487, -0.619, 0.739, -0.801, -0.778, 0.177, 0.191, 0.225, 0.182, 0.173, -0.607, -0.610, 0.221, 0.219, 0.199, 0.201, 0.193, 0.183],
  "lumo_energy_ev": 3.573,
  "e_homo_ha": -0.133,
  "e_above_lowest_kcal_mol": 32.5,
  "total_charge": -1
}


Record 8
{
  "formula": "C5H11O2",
  "method": "wB97M-V/def2-TZVPD",
  "species": ["C", "C", "C", "H", "H", "H", "H", "H", "H", "H", "H", "C", "C", "O", "O", "H", "H", "H"],
  "positions_angstrom": [[-0.57, -0.13, 1.60], [0.39, 1.09, 1.72], [-0.21, -1.29, 2.52], [-1.58, 0.28, 1.74], [-0.51, -0.51, 0.58], [1.15, 1.12, 0.94], [0.95, 0.96, 2.65], [-0.30, -2.21, 1.93], [0.87, -1.28, 2.72], [-0.17, 2.03, 1.76], [-0.78, -1.38, 3.44], [-0.55, 0.20, -3.09], [1.00, 0.21, -3.06], [1.48, -0.69, -2.32], [1.58, 1.00, -3.84], [-0.96, -0.23, -2.18], [-0.93, -0.42, -3.91], [-0.86, 1.24, -3.18]],
  "nbo_charge": [-0.413, -0.608, -0.616, 0.187, 0.228, 0.232, 0.183, 0.211, 0.202, 0.195, 0.195, -0.737, 0.758, -0.808, -0.785, 0.188, 0.196, 0.191],
  "lumo_energy_ev": 3.606,
  "e_homo_ha": -0.138,
  "e_above_lowest_kcal_mol": 12.0,
  "total_charge": -1
}